[1]
DFT (ωB97M-V with the def2-TZVPD basis set) results for C15H27AsLiO2Se as an isolated structure.

Each line ends with the natural charge from an NBO analysis.
CARTESIAN COORDINATES (ANGSTROEM)
Li 0.35045 1.42049 1.00801  0.8962
C -4.57771 -4.67405 -1.91707  -0.6157
C -3.44931 -3.83949 -1.37118  -0.0574
C -3.24635 -3.69797 -0.00669  -0.2261
C -2.20040 -2.93976 0.51329  -0.0374
C -2.04619 -2.83827 2.00389  -0.6319
C -1.30404 -2.28928 -0.35259  -0.1887
Se 0.17996 -1.32015 0.35479  -0.5879
C -1.51466 -2.41320 -1.73939  0.0630
C -0.60354 -1.73701 -2.72527  -0.6511
C -2.56850 -3.18135 -2.21975  -0.2617
H -5.23846 -5.00998 -1.11641  0.2028
H -4.20755 -5.56371 -2.43422  0.2018
H -5.18229 -4.11289 -2.63374  0.2037
H -3.92446 -4.19227 0.68408  0.1842
H -2.86806 -3.34750 2.51198  0.1860
H -2.01394 -1.79422 2.31979  0.2327
H -1.09769 -3.27236 2.32729  0.2244
H -0.33167 -0.74136 -2.37573  0.2359
H -1.07928 -1.66639 -3.70586  0.1893
H 0.33349 -2.29163 -2.83319  0.2084
H -2.70788 -3.26096 -3.29527  0.1842
C 4.81383 1.82136 0.98068  -1.0029
As 3.17541 0.93007 0.48125  1.9836
C 3.69833 -0.84914 -0.01838  -1.0174
C 2.53565 1.80165 -1.10614  -1.0179
O 2.08839 1.03347 1.71702  -1.1859
H 5.52550 1.81728 0.15548  0.2248
H 5.23902 1.30091 1.83738  0.2390
H 4.57479 2.84448 1.26463  0.2465
H 4.57604 -0.79718 -0.66351  0.2193
H 2.85123 -1.32328 -0.51422  0.2934
H 3.92008 -1.40936 0.88857  0.2475
H 3.27849 1.72483 -1.90079  0.2233
H 2.30699 2.83945 -0.86946  0.2658
H 1.61430 1.30468 -1.41082  0.2746
C 0.68603 5.10848 0.63296  -0.6280
C -0.48290 4.21313 1.08052  0.1328
C -0.55794 4.20716 2.61408  -0.6323
O -0.37036 2.95773 0.56626  -1.0360
H 0.63834 6.11949 1.05395  0.1769
H 0.69461 5.18409 -0.45697  0.1943
H 1.62671 4.64657 0.95402  0.1809
H -1.41123 4.71520 0.72225  0.0950
H 0.36672 3.78956 3.02622  0.1915
H -1.38604 3.57260 2.93598  0.2018
H -0.70390 5.21007 3.03230  0.1746

Output
* ΔE to the lowest compared entry with this formula, charge and spin: 0.000 eV
* LUMO energy: 2.7 eV
* net charge: -1
* DFT total energy: -5383.0750 Ha


[2]
DFT (ωB97M-V with the def2-TZVPD basis set) results for C15H27AuN3PS2 as an isolated structure.

Each line ends with the natural charge from an NBO analysis.
CARTESIAN COORDINATES (ANGSTROEM)
Au 1.03481 0.26796 -0.51056  0.9431
N 3.12775 -0.11248 -0.13921  -0.8394
C 3.47739 -1.45573 -0.70641  -0.2416
C 2.32703 -2.39496 -0.42223  -0.2509
N 1.10256 -1.80186 -1.00011  -0.8787
H 3.75174 0.59915 -0.51002  0.4232
H 3.27890 -0.12436 0.86833  0.4153
H 4.41250 -1.81457 -0.27848  0.2462
H 3.61612 -1.33190 -1.78055  0.2233
H 2.17684 -2.50481 0.65324  0.2206
H 2.51882 -3.38528 -0.83475  0.2499
H 0.20609 -2.20095 -0.62648  0.4688
H 1.09233 -1.91065 -2.01299  0.4160
S -1.19427 0.59697 -0.98822  -0.0469
C -2.02927 -0.87223 -0.46864  -0.1171
N -1.51185 -2.00856 -0.14772  -0.5502
C -2.50984 -2.92259 0.18856  0.1739
C -2.30062 -4.24420 0.57858  -0.2287
C -3.40146 -5.02316 0.86368  -0.1810
C -4.69983 -4.50497 0.76767  -0.1768
C -4.92275 -3.19813 0.38551  -0.1875
C -3.80890 -2.41447 0.09964  -0.2454
S -3.75434 -0.74706 -0.38957  0.4785
H -1.29766 -4.64246 0.65428  0.2228
H -3.26407 -6.05174 1.16689  0.2381
H -5.54355 -5.14014 0.99881  0.2414
H -5.92548 -2.80077 0.31415  0.2416
C 0.86900 3.30272 -2.57702  -0.6165
C 0.20509 3.51904 -1.21772  -0.7699
P 0.93035 2.53171 0.11176  1.2018
C 2.63826 3.09550 0.36860  -0.7541
C 2.76925 4.54844 0.83855  -0.6169
C -0.02065 2.72358 1.64505  -0.7534
C -0.61337 4.12343 1.84496  -0.6154
H 0.42609 3.97610 -3.30819  0.2629
H 0.71700 2.28418 -2.93752  0.2158
H 1.93858 3.51272 -2.55151  0.2151
H -0.86304 3.29774 -1.25220  0.2745
H 0.29163 4.55991 -0.89298  0.2702
H 3.16378 2.95322 -0.58030  0.2459
H 3.09180 2.42670 1.10527  0.2389
H 2.27234 5.24514 0.16481  0.2246
H 3.82393 4.81677 0.86656  0.2567
H 2.36867 4.68153 1.84160  0.2282
H 0.64873 2.44538 2.46434  0.2561
H -0.81769 1.98058 1.61182  0.2719
H 0.13951 4.90879 1.82782  0.2211
H -1.10618 4.15759 2.81493  0.2585
H -1.36408 4.34496 1.08787  0.2258

Output
* ΔE to the lowest compared entry with this formula, charge and spin: 0.086 eV
* LUMO energy: -7.7 eV
* net charge: +2
* DFT total energy: -2024.9716 Ha


[3]
DFT (ωB97M-V with the def2-TZVPD basis set) results for C15H27ClEuIN2OP2 as an isolated structure.

Each line ends with the natural charge from an NBO analysis.
CARTESIAN COORDINATES (ANGSTROEM)
C 0.00829 1.03837 -6.22505  -0.7552
C 0.00749 1.00677 -4.70827  0.5450
H 0.01507 2.06464 -6.63300  0.2726
H -0.88345 0.51754 -6.60960  0.2853
H 0.89416 0.50694 -6.60812  0.2853
O 0.01406 1.85513 -3.80949  -0.5715
I -0.00989 -1.11293 -4.03443  0.2123
Eu 0.00225 0.29434 -1.26143  1.6880
P 2.81652 0.01512 -0.56497  0.7641
C 3.84053 1.05762 0.53639  -0.9188
C 3.20932 -1.63694 0.10484  -0.9279
H 4.26297 -1.86768 -0.08182  0.2584
H 4.78992 -0.34631 -1.93428  0.2636
H 2.56669 -2.38570 -0.37058  0.2610
H 3.25655 -0.50588 -2.87814  0.2415
H 3.43764 0.99072 1.55579  0.2551
H 3.00895 -1.64184 1.18144  0.2505
C 3.78605 0.07237 -2.10625  -0.9395
H 4.88748 0.72028 0.52372  0.2601
H 3.86868 1.11884 -2.44354  0.2525
H 3.78473 2.10148 0.20014  0.2495
P -2.81510 0.05699 -0.56205  0.7628
C -3.82203 1.11586 0.53937  -0.9188
C -3.78604 0.12581 -2.10210  -0.9393
H -2.59986 -2.34698 -0.36461  0.2610
H -4.28815 -1.80393 -0.07400  0.2583
H -3.02890 -1.59452 1.18707  0.2504
C -3.23090 -1.58828 0.11075  -0.9278
H -3.26616 -0.46151 -2.87368  0.2414
H -4.79569 -0.27780 -1.92802  0.2635
H -4.87372 0.79334 0.52963  0.2600
H -3.75227 2.15816 0.20080  0.2494
H -3.85372 1.17278 -2.44107  0.2524
H -3.41785 1.04538 1.55805  0.2550
Cl -0.02120 -2.46320 -1.45871  -0.6180
N -0.00970 -1.88802 2.94835  -0.5214
C -0.00780 -1.58364 1.63136  0.2276
N -0.00074 -0.25673 1.41895  -0.6218
C 0.00194 0.32562 2.68953  0.0611
C 0.00801 1.66877 3.09136  -0.2129
C 0.00787 1.94727 4.46219  -0.1988
C 0.00279 0.93045 5.41857  -0.1805
C -0.00380 -0.43104 5.02993  -0.2273
C -0.00343 -0.68540 3.66013  0.1494
H -0.01479 -2.83434 3.33187  0.4489
H -0.01197 -2.32431 0.83340  0.2508
H 0.01174 2.41942 2.30754  0.2110
H 0.01291 2.98743 4.80069  0.2422
H 0.00299 1.19265 6.48015  0.2467
H -0.00841 -1.26313 5.74117  0.2431

Output
* <S²>: 12.02
* LUMO energy (alpha / beta): -9.2 / -6.3 eV
* multiplicity: 7
* net charge: +2
* DFT total energy: -2922.9775 Ha


[4]
DFT (ωB97M-V with the def2-TZVPD basis set) results for C15H27IN2O5PPdS as an isolated structure.

Each line ends with the natural charge from an NBO analysis.
CARTESIAN COORDINATES (ANGSTROEM)
Pd 1.16069 0.00922 0.04165  0.9165
O 2.56796 3.02821 1.02647  -1.0618
S 1.47484 2.78540 0.07514  2.5699
O 0.93128 3.97939 -0.52900  -1.0002
O 1.93464 1.79890 -0.99141  -1.0306
O 0.39201 1.98805 0.79434  -1.0792
C -2.84824 -2.05106 -1.91863  -0.6104
C -1.38979 -1.91021 -1.47830  -0.5465
C -1.16401 -2.65531 -0.15952  -0.6176
P -0.71475 -0.18979 -1.37580  1.0628
C -1.97463 1.00239 -0.75518  -0.5622
C -2.44965 0.59863 0.64035  -0.6077
C -3.13774 1.37129 -1.67416  -0.6081
C -0.31110 0.35531 -3.09543  -0.5358
C -1.30280 -0.07579 -4.17791  -0.6108
C 1.09979 -0.08211 -3.49300  -0.6152
H -3.08564 -3.11073 -2.04636  0.2067
H -3.06066 -1.54607 -2.85827  0.2115
H -3.52418 -1.65688 -1.15848  0.2027
H -0.73758 -2.37098 -2.23017  0.2367
H -1.69750 -2.18178 0.66693  0.2048
H -0.10395 -2.68992 0.09110  0.2435
H -1.52990 -3.68150 -0.25347  0.2013
H -1.34443 1.88655 -0.62198  0.2882
H -3.10488 -0.27561 0.61309  0.1860
H -3.01266 1.42302 1.08309  0.2136
H -1.60272 0.38536 1.29431  0.2390
H -3.78607 0.52136 -1.89093  0.1960
H -2.79134 1.79658 -2.61543  0.2100
H -3.74522 2.13356 -1.17933  0.2116
H -0.31186 1.44710 -3.00106  0.2465
H -1.26283 -1.15768 -4.32503  0.2001
H -1.01281 0.38947 -5.12312  0.2121
H -2.33311 0.20616 -3.96938  0.2046
H 1.20800 -1.16801 -3.45449  0.2094
H 1.84885 0.35945 -2.84142  0.2644
H 1.29561 0.24161 -4.51936  0.1978
N 3.06237 2.63878 3.86801  -0.8117
C 3.03564 1.54637 4.64921  0.6526
O 3.44024 1.52423 5.80652  -0.6548
C 2.48631 0.29658 4.01929  -0.1797
C 2.84294 -0.94499 4.51918  -0.1092
C 2.37902 -2.08359 3.87691  -0.2701
C 1.59428 -1.94041 2.74436  0.0704
N 1.21264 -0.74891 2.28663  -0.5047
C 1.63627 0.34476 2.92469  0.0544
H 3.44299 3.47032 4.28592  0.3946
H 2.83271 2.66787 2.86958  0.4570
H 3.48566 -1.00072 5.38818  0.2344
H 2.64849 -3.07451 4.21611  0.2164
H 1.28145 -2.80163 2.16722  0.2105
H 1.28802 1.28975 2.52312  0.2587
I 2.75730 -2.08748 -0.73483  -0.6685

Output
* <S²>: 2.01
* ΔE to the lowest compared entry with this formula, charge and spin: 0.250 eV
* LUMO energy (alpha / beta): 2.6 / 1.8 eV
* multiplicity: 3
* net charge: -1
* DFT total energy: -2238.7851 Ha